--- A ---
Entry from the OMol25 dataset: the molecule C6H11FO5 (ωB97M-V/def2-TZVPD).

As for the SMILES: OC[C@H]1O[C@@H](O)[C@@H](F)[C@@H](O)[C@@H]1O. For the HOMO-LUMO gap, the calculation gives 0.3839 Ha.

CARTESIAN COORDINATES (ANGSTROEM)
O 1.163 -1.387 2.513
C 1.620 -0.409 1.604
C 0.400 0.081 0.824
O 0.829 1.029 -0.130
C -0.249 1.770 -0.708
O 0.201 2.381 -1.848
C -1.435 0.808 -0.980
F -2.118 1.254 -2.086
C -0.880 -0.605 -1.215
O 0.115 -0.628 -2.202
C -0.340 -1.098 0.141
O -1.405 -1.550 0.929
H 1.906 -1.692 3.043
H 2.081 0.439 2.122
H 2.350 -0.831 0.901
H -0.299 0.553 1.533
H -0.541 2.571 -0.011
H 0.203 1.747 -2.581
H -2.154 0.785 -0.155
H -1.681 -1.265 -1.559
H 0.900 -0.184 -1.845
H 0.368 -1.916 -0.061
H -1.035 -1.852 1.769


--- B ---
Entry from the OMol25 dataset: the molecule C6H11FO5 (ωB97M-V/def2-TZVPD).

As for the SMILES: OC[C@H]1O[C@H](O)[C@@H](F)[C@H](O)[C@H]1O. For the HOMO-LUMO gap, the calculation gives 0.3394 Ha.

CARTESIAN COORDINATES (ANGSTROEM)
O -3.126 -0.058 -0.473
C -2.361 -0.923 0.316
C -0.812 -0.550 0.294
O -0.269 -1.111 -0.938
C 1.186 -0.751 -1.074
O 1.908 -1.425 -0.049
C 1.451 0.511 -0.810
F 0.840 1.385 -1.645
C 1.060 0.994 0.656
O 1.649 0.276 1.764
C -0.435 0.844 0.632
O -0.998 1.817 -0.029
H -2.715 0.859 -0.399
H -2.546 -0.693 1.383
H -2.658 -1.844 0.104
H -0.186 -1.127 1.046
H 1.270 -0.959 -2.172
H 2.149 -2.546 -0.438
H 2.569 0.735 -1.009
H 1.297 2.056 0.724
H 2.009 -0.546 1.340
H -0.702 0.959 1.722
H -0.581 2.096 -0.943


Q: Which of them is the least stable? A: B.


--- A ---
Entry from the OMol25 dataset: C39H39BBrF14N3OSrTe as an isolated structure (ωB97M-V/def2-TZVPD).

For the HOMO-LUMO gap, the calculation gives 0.2152 Ha. Its charge is -2.

CARTESIAN COORDINATES (ANGSTROEM)
Sr -0.038 0.711 0.200
C 0.281 -2.196 2.060
N -0.613 -1.039 2.078
C -0.483 -0.305 3.361
C 0.599 0.793 3.290
N 0.235 1.819 2.313
C -0.314 3.002 2.647
C -0.656 3.876 1.576
F -0.443 3.439 0.314
C -1.205 5.122 1.734
F -1.493 5.874 0.659
C -1.470 5.616 3.007
F -2.004 6.848 3.182
C -1.168 4.810 4.081
F -1.426 5.252 5.332
C -0.614 3.551 3.911
F -0.408 2.831 5.048
C -1.990 -1.451 1.726
C -3.017 -0.322 1.684
N -2.696 0.644 0.641
C -3.574 1.647 0.457
C -3.341 2.523 -0.646
F -2.221 2.361 -1.371
C -4.192 3.531 -1.028
F -3.899 4.288 -2.099
C -5.369 3.770 -0.326
F -6.217 4.753 -0.701
C -5.633 2.968 0.757
F -6.762 3.174 1.469
C -4.770 1.949 1.136
F -5.140 1.238 2.239
H -0.029 -2.922 2.830
H 0.256 -2.677 1.083
H 1.305 -1.879 2.246
H -1.425 0.188 3.596
H -0.272 -1.026 4.167
H 0.788 1.165 4.298
H 1.527 0.325 2.946
H -1.942 -1.915 0.735
H -2.350 -2.219 2.434
H -3.994 -0.809 1.525
H -3.099 0.121 2.685
C 4.321 -5.920 -1.454
C 5.064 -4.628 -1.818
C 6.486 -4.723 -1.269
C 5.149 -4.529 -3.346
C 4.316 -3.422 -1.253
C 3.008 -3.164 -1.674
C 2.319 -2.095 -1.159
Br 0.538 -1.832 -1.766
C 2.832 -1.186 -0.182
O 2.069 -0.293 0.334
C 4.187 -1.417 0.183
C 4.853 -2.529 -0.340
C 5.024 -0.465 1.057
C 4.324 0.822 1.511
C 5.509 -1.206 2.309
C 6.250 -0.016 0.243
H 4.836 -6.796 -1.860
H 3.305 -5.915 -1.851
H 4.250 -6.030 -0.370
H 6.988 -5.597 -1.694
H 6.493 -4.826 -0.183
H 7.076 -3.841 -1.523
H 5.700 -5.381 -3.756
H 5.653 -3.610 -3.650
H 4.159 -4.522 -3.803
H 2.519 -3.800 -2.400
H 5.876 -2.675 -0.014
H 3.541 0.631 2.240
H 3.872 1.372 0.692
H 5.086 1.450 1.988
H 4.665 -1.625 2.861
H 6.037 -0.512 2.970
H 6.192 -2.024 2.064
H 5.940 0.578 -0.617
H 6.836 -0.860 -0.126
H 6.900 0.602 0.869
C -4.156 0.865 -4.013
Te -3.036 -0.584 -2.950
C -4.700 -0.752 -1.656
C -5.801 0.071 -2.283
C -7.073 0.106 -1.711
C -8.081 0.875 -2.262
C -7.829 1.630 -3.402
C -6.567 1.607 -3.969
C -5.545 0.834 -3.418
H -4.156 0.640 -5.077
H -3.693 1.838 -3.848
H -4.398 -0.354 -0.692
H -4.984 -1.796 -1.543
H -7.259 -0.470 -0.812
H -9.059 0.897 -1.798
H -8.608 2.243 -3.836
H -6.355 2.209 -4.845
F 0.539 1.629 -1.807
B 1.714 2.152 -2.493
F 2.714 2.335 -1.543
F 1.346 3.362 -3.077
F 2.092 1.219 -3.454


--- B ---
Entry from the OMol25 dataset: C39H39BBrF14N3OSrTe as an isolated structure (ωB97M-V/def2-TZVPD).

For the HOMO-LUMO gap, the calculation gives 0.2230 Ha. Its charge is -2.

CARTESIAN COORDINATES (ANGSTROEM)
Sr -0.545 1.077 -0.389
C -1.696 3.222 -2.710
N -0.528 3.324 -1.835
C -0.683 4.439 -0.885
C -1.569 4.053 0.311
N -0.949 3.114 1.241
C -0.459 3.595 2.377
C -0.087 4.926 2.701
F -0.151 5.903 1.753
C 0.429 5.304 3.928
F 0.753 6.597 4.138
C 0.631 4.382 4.936
F 1.116 4.752 6.145
C 0.305 3.058 4.668
F 0.506 2.125 5.622
C -0.222 2.692 3.456
F -0.487 1.379 3.262
C 0.704 3.400 -2.629
C 1.172 1.998 -3.046
N 1.630 1.184 -1.930
C 2.943 1.011 -1.793
C 4.003 1.840 -2.250
F 3.729 3.027 -2.863
C 5.341 1.572 -2.027
F 6.274 2.432 -2.489
C 5.737 0.456 -1.316
F 7.047 0.183 -1.107
C 4.742 -0.388 -0.834
F 5.098 -1.483 -0.138
C 3.415 -0.128 -1.075
F 2.508 -0.993 -0.584
H -2.614 3.175 -2.130
H -1.648 2.319 -3.318
H -1.752 4.092 -3.385
H -1.096 5.327 -1.393
H 0.307 4.705 -0.512
H -2.473 3.571 -0.074
H -1.915 4.972 0.799
H 1.484 3.851 -2.016
H 0.556 4.043 -3.514
H 1.912 2.092 -3.850
H 0.317 1.477 -3.497
C -3.172 -7.003 -0.815
C -3.744 -5.824 -0.015
C -5.231 -5.662 -0.358
C -3.636 -6.166 1.471
C -2.990 -4.542 -0.361
C -2.309 -3.781 0.578
C -1.663 -2.629 0.180
Br -0.783 -1.599 1.534
C -1.616 -2.122 -1.145
O -0.973 -1.050 -1.424
C -2.335 -2.915 -2.100
C -2.975 -4.068 -1.672
C -2.463 -2.564 -3.594
C -1.875 -3.717 -4.427
C -1.756 -1.279 -4.037
C -3.950 -2.392 -3.940
H -3.712 -7.927 -0.586
H -2.117 -7.149 -0.575
H -3.245 -6.824 -1.889
H -5.785 -6.576 -0.117
H -5.373 -5.449 -1.418
H -5.663 -4.833 0.204
H -4.184 -7.089 1.679
H -4.060 -5.376 2.094
H -2.598 -6.315 1.773
H -2.277 -4.059 1.622
H -3.516 -4.641 -2.418
H -0.815 -3.846 -4.201
H -1.974 -3.497 -5.494
H -2.379 -4.665 -4.229
H -0.686 -1.312 -3.847
H -2.165 -0.409 -3.529
H -1.926 -1.164 -5.115
H -4.527 -3.295 -3.732
H -4.059 -2.161 -5.005
H -4.377 -1.569 -3.365
C 3.105 0.187 3.824
Te 2.663 1.284 2.051
C 4.491 2.328 2.392
C 5.062 1.769 3.670
C 6.257 2.270 4.183
C 6.794 1.773 5.356
C 6.136 0.758 6.038
C 4.949 0.254 5.536
C 4.401 0.749 4.353
H 3.198 -0.870 3.580
H 2.296 0.317 4.542
H 4.291 3.394 2.482
H 5.166 2.164 1.552
H 6.767 3.063 3.648
H 7.723 2.175 5.741
H 6.545 0.362 6.959
H 4.429 -0.536 6.065
F -3.066 1.007 -0.321
B -4.257 1.266 -1.097
F -4.558 2.635 -0.981
F -5.298 0.488 -0.615
F -3.971 0.957 -2.434


Q: Which of them is the least stable? A: B.